No. 1
C6H11NO | ωB97M-V/def2-TZVPD

* HOMO: -0.2784 Eh
* SMILES: CO[C@@H](C)C(C)=C=N
* gap between HOMO and LUMO: 8.50 eV

The geometry in ORCA input format:
```
! wB97M-V def2-TZVPD RIJCOSX def2/J DEFGRID3
* xyz 0 1
C 0.620 -0.715 -0.031
C 1.300 1.650 1.026
C 0.500 -1.193 1.400
C -1.353 -1.300 -1.636
C -0.644 -0.349 -0.720
O 1.173 0.772 -0.090
N -1.019 2.143 -1.080
C -0.609 0.991 -0.862
H 1.278 -1.355 -0.632
H -1.988 2.327 -0.851
H 1.583 2.623 0.616
H 0.336 1.763 1.530
H 2.069 1.283 1.711
H 1.478 -1.300 1.872
H -0.122 -0.535 2.000
H 0.007 -2.164 1.385
H -1.722 -2.180 -1.095
H -2.198 -0.799 -2.118
H -0.690 -1.663 -2.425
*
```



No. 2
C4H5NO3 | ωB97M-V/def2-TZVPD

* HOMO: -0.3591 Eh
* gap between HOMO and LUMO: 9.58 eV

The geometry in ORCA input format:
```
! wB97M-V def2-TZVPD RIJCOSX def2/J DEFGRID3
* xyz 0 1
C -2.202 -0.270 0.843
C 2.197 0.880 -0.224
C 0.578 -0.084 0.237
C -1.005 -0.277 0.007
N -1.667 -0.536 -1.062
O -2.434 -0.051 1.985
O -1.540 -0.740 -2.196
O -2.975 -0.671 -0.245
H 3.004 0.156 0.076
H 2.360 1.278 -1.206
H 2.181 1.655 0.529
H 0.852 -1.163 -0.081
H 0.650 -0.179 1.337
*
```



No. 3
C53H71ClF10N12O3S | ωB97M-V/def2-TZVPD

* HOMO: -0.2863 Eh
* SMILES: C#CC[C@H](F)O[C@](CCCCl)([C@@](CC=C)(CC(N)(N)N)NCCC(F)(F)C(F)(F)C(F)(F)C(F)(F)F)S(C)(=O)=O.c1cc[nH]c1.c1cc[nH]c1.c1cc[nH]c1.c1cc[nH]c1.c1cc[nH]c1.c1cc[nH]c1.c1cc[nH]c1.c1cc[nH]c1
* gap between HOMO and LUMO: 7.15 eV

The geometry in ORCA input format:
```
! wB97M-V def2-TZVPD RIJCOSX def2/J DEFGRID3
* xyz 0 1
C -5.140 -0.181 4.687
C -5.457 0.301 3.491
C -5.504 0.932 1.984
C -4.507 0.067 0.996
F -3.843 -0.876 1.931
O -3.458 0.821 0.401
C -3.308 0.706 -1.036
C -3.226 -0.785 -1.630
C -2.485 -1.889 -0.672
C -1.680 -2.983 -1.578
Cl -2.943 -3.947 -2.564
C -1.943 1.590 -1.369
C -1.668 1.648 -3.006
C -0.202 1.157 -3.446
C 0.657 1.987 -4.307
C -2.191 3.150 -0.989
C -0.956 4.155 -0.995
N -0.694 4.705 0.402
N 0.330 3.726 -1.603
N -1.391 5.395 -1.780
N -0.705 0.989 -0.827
C -0.383 1.243 0.592
C 1.139 1.814 0.856
C 2.267 0.964 0.075
F 2.197 1.119 -1.379
F 2.195 -0.461 0.394
C 3.738 1.573 0.479
F 3.808 2.002 1.860
F 3.877 2.792 -0.318
C 4.956 0.532 0.235
F 6.195 1.275 0.519
F 4.970 -0.577 1.175
C 5.107 0.011 -1.291
F 4.161 -0.996 -1.671
F 5.150 1.073 -2.264
F 6.416 -0.630 -1.359
S -4.874 1.483 -1.738
C -5.506 2.935 -0.698
O -6.075 0.528 -1.783
O -4.754 2.036 -3.142
H -4.616 -0.755 5.550
H -5.175 2.025 2.102
H -6.583 0.783 1.621
H -5.139 -0.606 0.318
H -2.658 -0.868 -2.649
H -4.264 -1.273 -1.858
H -3.337 -2.474 -0.128
H -1.809 -1.422 0.134
H -1.058 -2.401 -2.355
H -1.063 -3.667 -0.891
H -1.774 2.743 -3.399
H -2.434 1.033 -3.605
H 0.265 0.140 -3.111
H 1.571 2.525 -3.842
H 0.447 2.112 -5.430
H -2.724 3.257 0.047
H -2.971 3.567 -1.755
H -0.657 3.942 1.098
H -1.540 5.261 0.666
H 0.361 4.127 -2.568
H 1.130 4.162 -1.115
H -0.562 6.031 -1.845
H -1.636 5.076 -2.748
H -0.586 -0.013 -1.007
H -0.368 0.197 1.123
H -1.171 1.847 1.197
H 1.325 1.609 1.993
H 1.225 2.951 0.727
H -6.590 2.709 -0.325
H -5.607 3.861 -1.384
H -4.879 3.111 0.248
N 6.578 3.849 2.940
C 7.625 3.890 3.823
C 7.459 4.991 4.629
C 6.266 5.636 4.222
C 5.743 4.907 3.181
H 6.443 3.149 2.226
H 8.397 3.134 3.801
H 8.124 5.298 5.425
H 5.836 6.533 4.644
H 4.850 5.051 2.590
N -1.724 -4.055 3.129
C -2.966 -3.497 3.280
C -3.648 -4.229 4.223
C -2.784 -5.264 4.660
C -1.603 -5.130 3.970
H -1.010 -3.726 2.498
H -3.257 -2.630 2.705
H -4.657 -4.040 4.560
H -3.001 -6.022 5.399
H -0.689 -5.705 4.005
N 7.649 2.997 -3.197
C 7.351 4.089 -2.425
C 8.179 5.117 -2.806
C 9.004 4.630 -3.850
C 8.653 3.320 -4.071
H 7.200 2.097 -3.131
H 6.577 4.039 -1.673
H 8.189 6.111 -2.381
H 9.770 5.177 -4.381
H 9.031 2.591 -4.773
N 6.798 2.291 6.762
C 8.076 2.207 7.247
C 8.047 1.441 8.389
C 6.704 1.045 8.596
C 5.956 1.581 7.575
H 6.521 2.797 5.933
H 8.893 2.699 6.741
H 8.900 1.194 9.005
H 6.324 0.433 9.403
H 4.899 1.520 7.359
N -3.822 -4.969 -6.571
C -4.879 -4.985 -7.441
C -5.948 -4.385 -6.821
C -5.519 -3.987 -5.531
C -4.201 -4.358 -5.405
H -2.906 -5.348 -6.759
H -4.780 -5.422 -8.424
H -6.931 -4.246 -7.250
H -6.108 -3.483 -4.777
H -3.503 -4.240 -4.587
N -0.475 -8.461 5.528
C -1.000 -8.565 6.789
C 0.017 -8.357 7.690
C 1.197 -8.114 6.946
C 0.863 -8.181 5.615
H -0.993 -8.572 4.670
H -2.048 -8.778 6.936
H -0.079 -8.378 8.766
H 2.183 -7.911 7.341
H 1.461 -8.056 4.724
N -8.397 1.892 -3.680
C -9.445 1.411 -2.940
C -10.607 1.923 -3.467
C -10.247 2.737 -4.569
C -8.878 2.697 -4.678
H -7.422 1.684 -3.516
H -9.273 0.749 -2.104
H -11.605 1.730 -3.100
H -10.916 3.292 -5.211
H -8.205 3.172 -5.377
N 3.434 -3.431 -3.372
C 3.675 -4.429 -4.279
C 2.469 -5.000 -4.610
C 1.465 -4.319 -3.880
C 2.089 -3.354 -3.127
H 4.138 -2.844 -2.951
H 4.680 -4.646 -4.609
H 2.327 -5.818 -5.302
H 0.401 -4.512 -3.903
H 1.693 -2.621 -2.438
*
```



No. 4
C16H44N6O10P2SV | ωB97M-V/def2-TZVPD

* HOMO (spin up / spin down): -0.1269 / -0.1268 Eh
* gap between HOMO and LUMO (spin up / spin down): 5.52 / 5.52 eV

The geometry in ORCA input format:
```
! wB97M-V def2-TZVPD RIJCOSX def2/J DEFGRID3
* xyz -1 3
O -23.783 -5.006 16.972
V -22.478 -5.481 16.398
O -18.453 -7.715 14.607
C -19.030 -8.201 13.417
O -20.212 -7.897 13.182
O -18.437 -8.911 12.631
H -19.037 -7.084 15.035
O -19.053 -3.609 15.416
C -20.161 -4.328 15.715
O -21.171 -3.809 16.206
O -20.319 -5.524 15.539
H -19.394 -2.820 15.842
O -21.782 -6.072 18.452
P -21.386 -6.474 19.778
N -19.789 -7.207 19.716
C -19.248 -8.123 20.748
C -18.797 -6.788 18.569
N -22.377 -7.536 20.636
C -23.316 -8.436 19.975
C -22.772 -7.202 22.038
N -21.099 -5.114 20.804
C -21.767 -3.871 20.318
C -20.079 -5.197 22.020
H -18.716 -7.557 21.513
H -18.667 -8.871 20.208
H -20.070 -8.567 21.311
H -18.344 -7.693 18.163
H -17.936 -6.160 18.799
H -19.306 -6.611 17.622
H -23.057 -9.382 20.450
H -24.342 -8.070 20.008
H -23.162 -8.640 18.915
H -23.073 -8.147 22.490
H -21.819 -7.102 22.557
H -23.487 -6.426 22.310
H -22.845 -3.786 20.457
H -21.282 -3.061 20.862
H -21.481 -3.775 19.271
H -19.070 -5.443 21.688
H -20.281 -6.002 22.726
H -20.186 -4.289 22.614
O -23.583 -2.348 17.241
P -24.081 -1.136 16.465
N -22.982 0.153 16.366
C -22.345 0.630 17.671
C -23.032 1.091 15.193
N -25.573 -0.425 16.987
C -25.873 0.963 16.815
C -26.733 -1.300 17.389
N -24.255 -1.392 14.798
C -25.390 -2.131 14.316
C -23.071 -1.796 14.132
H -21.720 1.482 17.403
H -21.844 -0.148 18.246
H -23.155 1.101 18.227
H -23.247 2.116 15.494
H -23.729 0.915 14.374
H -22.041 1.030 14.745
H -26.451 1.307 17.673
H -24.933 1.514 16.768
H -26.299 1.162 15.832
H -26.357 -2.292 17.638
H -27.175 -0.876 18.290
H -27.452 -1.357 16.571
H -25.977 -1.451 13.698
H -25.086 -2.931 13.641
H -26.009 -2.439 15.159
H -23.176 -1.550 13.075
H -22.914 -2.874 14.134
H -22.203 -1.185 14.380
C -19.934 -4.979 11.884
S -20.533 -5.619 10.243
O -21.849 -4.923 9.932
C -19.380 -4.582 9.328
H -19.070 -5.557 12.211
H -20.716 -5.117 12.631
H -19.698 -3.919 11.976
H -19.654 -3.549 9.543
H -19.666 -4.771 8.294
H -18.330 -4.804 9.516
*
```



No. 5
C4H11BO2 | ωB97M-V/def2-TZVPD

* HOMO: -0.3422 Eh
* gap between HOMO and LUMO: 9.72 eV

The geometry in ORCA input format:
```
! wB97M-V def2-TZVPD RIJCOSX def2/J DEFGRID3
* xyz 0 1
B 1.655 0.186 -0.147
C -0.876 0.690 1.281
C -1.111 0.509 -1.251
C -0.828 -1.558 0.148
C -0.488 -0.083 0.050
O 2.172 -0.628 -1.136
O 2.886 0.905 0.444
H -0.228 0.347 2.128
H -1.932 0.780 1.441
H -0.673 1.825 1.071
H -0.799 1.553 -1.276
H -2.178 0.177 -1.194
H -0.591 0.024 -1.996
H -0.507 -2.135 -0.731
H -0.223 -1.879 1.064
H -1.869 -1.694 0.193
H 3.079 -0.272 -1.306
H 2.510 1.254 1.217
*
```